i.
ORCA calculation (ωB97M-V with the def2-TZVPD basis set) on a cluster of 40 separate species, H80O40 in total.

## Properties
highest occupied orbital energy	-10.46	eV
LUMO	-0.405	eV
molecular weight	720.6	g/mol
Kohn-Sham gap	10.053	eV

Cartesian coordinates (Å):
H (-0.4223, -1.2113, -0.3411)
H (0.3324, 0.0477, -1.1241)
O (0.4019, -0.6594, -0.4553)
H (3.6740, 0.7079, 5.1055)
H (3.5343, 1.3726, 3.7470)
O (3.6014, 1.5752, 4.6878)
H (-5.2727, -1.1816, -2.6901)
H (-5.4469, -1.8952, -3.9511)
O (-4.9357, -1.1721, -3.5850)
H (-4.3605, 3.0913, -3.8144)
H (-4.7579, 1.9023, -4.6184)
O (-5.1451, 2.6389, -4.1283)
H (2.3175, -5.0823, 3.7882)
H (3.1749, -4.1483, 3.2542)
O (2.5329, -4.1579, 3.9695)
H (-1.0014, 1.4468, 1.0631)
O (-1.8454, 1.2166, 0.6666)
H (4.1262, -0.1012, -1.6554)
O (4.9996, -0.4519, -1.8586)
H (3.2591, 1.5854, 0.7571)
H (2.7392, 3.1194, 0.5519)
O (2.6258, 2.1665, 0.3943)
H (3.1514, -4.5211, -2.4687)
H (3.0315, -2.9997, -2.1337)
O (3.5057, -3.8281, -1.9197)
H (2.1893, 0.3125, -2.1084)
H (1.8794, 1.7600, -1.3284)
O (1.6636, 1.1283, -1.9980)
H (-1.7633, 4.6188, -2.5621)
H (-1.7776, 6.1602, -2.6836)
O (-1.5769, 5.4260, -2.1162)
H (-0.2337, 5.0904, 1.1534)
O (0.1307, 5.0088, 2.0388)
H (-2.6908, -3.3390, 3.9301)
H (-3.1120, -3.0718, 2.4713)
O (-3.1407, -3.7348, 3.1843)
H (-0.9302, -3.5310, -2.6942)
H (-2.2846, -3.7741, -1.9604)
O (-1.3273, -4.0482, -1.9907)
H (-6.2970, -1.9922, -0.3619)
H (-5.5112, -0.5644, -0.2306)
O (-5.9411, -1.2014, -0.7703)
H (5.2375, 0.7147, 0.9901)
H (5.2074, 2.2354, 0.7304)
O (5.7535, 1.5149, 1.0117)
H (-2.2546, -3.5828, 0.2333)
H (-0.9886, -2.8409, -0.0728)
O (-1.8893, -2.6967, 0.2513)
H (-6.0940, 3.1489, -0.9865)
H (-4.6915, 2.7410, -0.4413)
O (-5.1625, 3.4101, -0.9760)
H (2.3732, -4.0667, 0.8604)
O (1.9663, -4.5258, 1.5762)
H (-3.4076, -2.0256, -1.8987)
H (-4.6842, -2.9445, -2.0680)
O (-3.7187, -2.9500, -2.0456)
H (-0.1658, 2.8134, 3.9018)
O (-0.1884, 3.7556, 4.1352)
H (-6.3046, 2.3492, 0.8542)
H (-5.1045, 2.8528, 1.6983)
O (-5.8139, 2.2157, 1.6607)
H (1.5212, -1.7412, -2.5513)
H (2.2175, -1.3899, -1.1941)
O (2.3166, -1.3301, -2.1933)
H (2.3561, -1.6159, 4.7004)
H (3.8674, -1.4322, 5.2861)
O (3.0355, -1.0322, 5.0517)
H (-0.7400, 0.3592, 4.3631)
H (0.5331, 1.0947, 4.9404)
O (-0.1440, 1.0869, 4.2664)
H (5.7702, -2.4901, 1.4671)
H (4.9997, -3.1025, 2.5456)
O (5.6151, -3.3473, 1.8599)
H (-1.5433, -0.9224, -2.5416)
H (-2.3290, 0.1630, -2.9655)
O (-2.3686, -0.4809, -2.2363)
H (6.1257, 0.1626, 2.6038)
H (5.0779, -0.0448, 3.7092)
O (5.3250, -0.3279, 2.8000)
H (-2.7954, 3.5091, 4.3250)
H (-1.8948, 2.6894, 3.2665)
O (-2.7122, 2.7459, 3.7482)
H (-1.3122, 0.3956, -4.2161)
H (-0.4626, 0.8387, -5.2497)
O (-0.4255, 0.1441, -4.5771)
H (2.2544, 4.7080, 1.8648)
H (2.8483, 3.5691, 2.9516)
O (2.9822, 4.3268, 2.3798)
H (2.0426, -0.2482, 2.1307)
O (1.9968, -1.2031, 2.2104)
H (-4.1638, -1.1679, 3.0721)
H (-5.2028, -0.1244, 2.5902)
O (-4.9839, -1.0555, 2.5884)
H (1.1623, -4.9428, 1.2824)
H (-1.6405, 0.3748, 0.2483)
H (0.1885, 3.8610, 4.9923)
H (4.9053, -1.2092, -2.4649)
H (-0.5735, 5.1078, 2.6995)
H (1.1500, -1.4292, 1.7980)
O (-0.3352, -2.4617, -4.9511)
H (-0.6316, -1.6602, -5.3896)
H (0.5940, -2.5890, -5.1271)
O (-2.9508, 0.0184, -4.7729)
H (-3.1228, 0.6059, -5.5284)
H (-3.7662, -0.4878, -4.5336)
O (3.9899, 4.1615, -0.3638)
H (4.2576, 4.5764, 0.4681)
H (3.4578, 4.8959, -0.6810)
O (-1.1130, -5.1889, 2.2575)
H (-1.0628, -4.7578, 3.1275)
H (-1.8286, -4.8688, 1.7289)
O (3.9632, -1.8552, 0.2102)
H (4.5861, -1.4571, -0.4330)
H (4.2762, -2.7729, 0.1392)
O (0.7408, 2.4047, -6.3549)
H (-0.1104, 2.4012, -6.7426)
H (1.2946, 3.1245, -6.1132)
O (-1.2434, 2.4687, -3.2630)
H (-0.4378, 2.8208, -3.6493)
H (-0.9185, 2.1906, -2.3883)

---

ii.
ORCA calculation (ωB97M-V with the def2-TZVPD basis set) on a cluster of 40 separate species, H80O40 in total.

## Properties
highest occupied orbital energy	-10.68	eV
LUMO	-0.943	eV
molecular weight	720.6	g/mol
Kohn-Sham gap	9.741	eV

Cartesian coordinates (Å):
H (-5.1371, -2.3320, 0.3629)
H (-3.7031, -1.7458, 0.1706)
O (-4.6050, -1.5228, 0.5559)
H (-4.0340, 1.1363, 4.6456)
H (-4.2717, 0.2774, 3.3358)
O (-4.4307, 1.2185, 3.6687)
H (-1.7554, -1.4540, -3.8069)
H (-1.8795, -0.2895, -2.7816)
O (-1.5230, -1.1633, -2.9567)
H (2.3309, 1.2395, -3.8705)
H (1.9670, 2.2683, -4.8493)
O (2.5549, 2.1515, -4.1329)
H (-3.8194, -2.3012, 4.0869)
H (-3.5714, -1.8169, 2.8100)
O (-4.1886, -2.4056, 3.2417)
H (3.1856, -0.1058, -5.2020)
O (2.9617, -0.5358, -4.2832)
H (3.3896, 4.6349, 2.1457)
O (3.9447, 4.8874, 2.9103)
H (0.2803, -0.6651, -3.7973)
H (0.1817, 0.6752, -3.9884)
O (0.4272, -0.0592, -4.5037)
H (3.3904, -2.4575, -0.9925)
H (3.6878, -3.3313, -2.2296)
O (3.1493, -3.2424, -1.4619)
H (0.0453, -0.5682, -6.7106)
H (-0.4790, -2.0769, -6.6236)
O (-0.7149, -1.1952, -6.8513)
H (-3.6103, 0.7093, 0.9318)
H (-2.6105, 1.1189, -0.1454)
O (-3.2604, 1.5074, 0.5268)
H (2.3996, 2.2892, 3.0449)
O (1.9555, 2.4407, 2.1890)
H (0.1567, -4.1591, -4.5453)
H (-0.2182, -2.7340, -3.7022)
O (-0.3786, -3.4029, -4.3891)
H (-1.4081, 1.3845, -1.8395)
H (-3.0560, 1.2691, -2.1468)
O (-2.2415, 0.9100, -1.6676)
H (1.5861, -1.4188, 1.9310)
H (1.1790, 0.0206, 1.5715)
O (0.8944, -0.8567, 1.6996)
H (4.2063, 0.6550, -1.0191)
H (5.2294, 0.2151, -0.1140)
O (5.0627, 0.2316, -1.0212)
H (-0.3412, 2.7809, -2.2970)
H (-1.0837, 2.5501, -3.6341)
O (-0.3189, 2.2590, -3.0935)
H (1.0906, -3.3162, 5.8774)
H (2.2154, -2.5902, 5.0890)
O (1.4410, -2.4566, 5.7859)
H (0.8992, 3.0212, -0.9754)
O (1.8414, 3.3646, -1.2188)
H (-3.1502, -1.8053, 6.0334)
H (-2.0591, -1.3000, 5.0579)
O (-2.5419, -2.0633, 5.3200)
H (4.0891, -2.0975, 1.7676)
O (3.5569, -1.5117, 1.1252)
H (-0.4075, -1.0591, 0.3337)
H (-0.4457, -0.3698, -0.9058)
O (-0.8643, -0.2314, -0.0050)
H (-0.4205, -5.9537, -0.1705)
H (-1.0154, -5.3970, -1.3657)
O (-0.1602, -5.7941, -1.0649)
H (-2.4503, -2.5156, -1.7663)
H (-2.0435, -1.5964, -0.7726)
O (-2.4462, -2.4949, -0.7840)
H (-0.4515, 3.9527, -4.5960)
H (-0.5049, 3.2409, -5.9969)
O (-0.9364, 3.4915, -5.2340)
H (-3.2303, 4.5196, -2.6871)
H (-2.1460, 5.6094, -2.2642)
O (-2.3279, 4.6406, -2.4516)
H (-4.5195, -3.8955, 0.7216)
H (-5.6003, -3.5615, 1.7625)
O (-5.4522, -4.0342, 0.9094)
H (-0.2269, -4.1548, 0.6536)
H (-1.5963, -3.6526, 0.2862)
O (-1.1389, -4.1981, 0.9602)
H (2.2799, 6.2070, -0.7478)
H (1.3410, 5.5912, -1.8926)
O (1.6003, 6.3781, -1.4497)
H (-1.0513, 2.7951, 0.6431)
H (-0.5188, 1.5836, 0.0626)
O (-0.5442, 2.5164, -0.0611)
H (2.9906, 1.8507, 0.9106)
H (2.8596, 0.5178, 1.4626)
O (2.9964, 0.8697, 0.6202)
H (5.1008, 1.1095, 1.9753)
O (5.3952, 0.2854, 1.6586)
H (-4.7162, 4.2296, 2.7948)
H (-3.9672, 3.3554, 1.8714)
O (-3.8352, 3.8710, 2.7246)
H (1.9803, 2.6680, -1.9056)
H (1.9945, -0.4788, -4.6065)
H (4.2408, -0.8550, 0.8898)
H (4.5706, 4.1952, 2.9832)
H (1.1754, 3.0708, 2.1582)
H (6.3393, 0.2454, 2.0669)
O (3.1092, -3.2746, -4.9007)
H (2.6123, -3.7464, -4.2244)
H (3.2748, -2.4818, -4.3083)
O (-2.3106, 2.7554, 4.8028)
H (-2.8126, 2.1727, 4.1902)
H (-2.6857, 3.6058, 4.6107)
O (1.1557, -1.0842, -1.6146)
H (1.3361, -0.8678, -0.6718)
H (1.8442, -1.7507, -1.8649)
O (0.0543, -3.7354, 3.8931)
H (-0.0367, -3.0985, 4.5752)
H (-0.8682, -4.1709, 3.9176)
O (-1.7257, -0.8610, 2.4291)
H (-0.8136, -0.8404, 1.9662)
H (-2.3108, -0.9571, 1.6757)
O (3.1610, 0.5087, 3.6607)
H (3.8934, -0.1198, 3.3821)
H (3.3691, 0.7544, 4.5034)
O (-0.1605, 1.7039, 3.5329)
H (-0.6945, 1.9296, 4.2984)
H (-0.1472, 0.7704, 3.3912)

---

iii.
ORCA calculation (ωB97M-V with the def2-TZVPD basis set) on a cluster of 40 separate species, H80O40 in total.

## Properties
highest occupied orbital energy	-10.30	eV
LUMO	-0.504	eV
molecular weight	720.6	g/mol
Kohn-Sham gap	9.800	eV

Cartesian coordinates (Å):
H (-0.0024, 0.0791, 3.5148)
H (0.7156, 0.9834, 2.6948)
O (0.7852, 0.6406, 3.6045)
H (-0.9382, -4.5269, -2.3030)
H (-0.1064, -3.6804, -1.5423)
O (-0.9269, -4.1861, -1.3927)
H (-0.8771, 0.6989, -2.1249)
H (-2.0700, 1.6979, -2.1607)
O (-1.3402, 1.3391, -2.6728)
H (-3.6348, 2.2032, 1.9544)
H (-4.0956, 3.4313, 1.2443)
O (-3.2868, 2.9949, 1.5291)
H (-3.3271, -0.8348, -2.7320)
H (-4.1367, -0.3877, -3.8838)
O (-3.9676, -1.2176, -3.3580)
H (1.3864, -5.6928, -0.1528)
O (1.4491, -4.7415, -0.3143)
H (2.5065, 2.9250, 4.0674)
O (3.3688, 3.2228, 3.7854)
H (4.5154, -4.1985, -2.3567)
H (4.8839, -3.8188, -1.1094)
O (5.3636, -4.1676, -1.8796)
H (5.6125, 3.7286, -0.8458)
H (4.4684, 3.5406, 0.2332)
O (4.9119, 3.1553, -0.5265)
H (2.2396, 5.0318, 0.7360)
H (2.1683, 3.6171, 1.2643)
O (1.9347, 4.1502, 0.4939)
H (-0.1203, -1.5629, 1.7611)
H (-1.2032, -0.8826, 1.0444)
O (-0.7284, -0.8168, 1.8941)
H (1.1024, 3.2292, -1.4115)
O (1.2346, 3.8749, -2.1122)
H (0.5216, 0.7216, -3.1065)
H (-0.0570, -0.4829, -4.0817)
O (0.6487, -0.1186, -3.5784)
H (-5.6709, -3.1769, 1.6012)
H (-4.4070, -2.9094, 2.4427)
O (-5.0295, -3.5759, 2.1799)
H (-2.4761, -0.7620, -0.9540)
H (-1.5927, -1.8303, -1.4760)
O (-1.7473, -0.8855, -1.5843)
H (1.2467, 3.4588, -4.0748)
H (2.4632, 2.6744, -4.6935)
O (1.7273, 3.2497, -4.8964)
H (2.0274, -2.8942, 4.8703)
H (0.8356, -3.5896, 4.0848)
O (1.2603, -2.7442, 4.3250)
H (4.0836, -3.2276, 1.1868)
H (2.7242, -3.4031, 1.7206)
O (3.4256, -3.9162, 1.3036)
H (0.3785, -2.0307, -2.1219)
O (0.8998, -1.8068, -1.3473)
H (0.2487, 3.1346, 5.7311)
H (1.1639, 2.1221, 5.0631)
O (1.1611, 2.9593, 5.5355)
H (-2.5810, -2.3442, 3.4750)
O (-2.9691, -1.4712, 3.3015)
H (-1.1460, 2.2980, -6.3569)
H (-1.1606, 1.0272, -5.8012)
O (-1.8007, 1.7419, -5.9166)
H (5.3000, 0.8774, -2.4344)
H (5.2159, -0.5784, -2.8807)
O (5.5398, -0.0024, -2.1848)
H (3.1439, -1.1125, -0.1599)
H (1.9481, -1.9330, 0.1952)
O (2.5758, -1.3143, 0.5974)
H (-5.5865, -0.3893, -0.6716)
H (-6.4222, -1.3082, -1.6765)
O (-5.9422, -0.4946, -1.5510)
H (-0.1633, 5.3650, -1.6945)
H (-0.6552, 5.3723, -3.1316)
O (-0.4622, 5.9515, -2.3911)
H (-4.1527, -2.9096, -1.7042)
H (-3.1559, -3.5674, -0.6263)
O (-3.9194, -3.0208, -0.7935)
H (3.8540, 2.7687, -4.1031)
H (3.7610, 3.4572, -2.7282)
O (4.2533, 2.8048, -3.2377)
H (4.8368, 1.1315, 2.2819)
H (3.4486, 1.0785, 1.5501)
O (4.1814, 1.6398, 1.7978)
H (-1.7415, -1.9623, -4.7908)
H (-2.6853, -2.8589, -3.9685)
O (-1.7612, -2.6346, -4.1078)
H (0.6919, 4.3776, 4.2521)
H (0.5507, 3.9918, 2.7464)
O (0.0583, 4.2498, 3.5301)
H (-2.3583, -4.2561, 1.1917)
O (-2.4565, -4.8176, 1.9544)
H (0.1335, 0.8178, 0.7306)
H (1.4471, 1.0009, 0.0183)
O (0.9567, 1.3136, 0.7968)
H (1.6966, -1.6500, -1.8717)
H (0.4848, -4.5881, -0.4124)
H (-2.1893, -1.0836, 2.8509)
H (3.8760, 2.6177, 3.2122)
H (1.7540, 4.6084, -1.7934)
H (-3.3619, -4.8239, 2.2893)
O (0.8108, -5.0188, 3.2639)
H (0.1486, -5.7102, 3.1937)
H (1.2891, -4.9222, 2.4366)
O (-3.6236, 0.8568, 4.2254)
H (-3.0392, 0.1055, 4.3910)
H (-4.3585, 0.9023, 4.7932)
O (4.3898, 0.2383, 4.0630)
H (3.4180, 0.1967, 4.1222)
H (4.4871, 0.7367, 4.8781)
O (2.4941, 1.1853, -2.0850)
H (3.1795, 1.7520, -1.7101)
H (2.6177, 1.2320, -3.0310)
O (-5.5976, 0.2783, 1.9942)
H (-4.7643, 0.4891, 2.4271)
H (-6.2730, 0.9542, 2.0042)
O (-4.3688, 1.0977, -4.4467)
H (-5.0320, 1.7898, -4.4217)
H (-3.5379, 1.4835, -4.7513)
O (-3.1615, 0.2132, 0.4183)
H (-4.0624, 0.5419, 0.3419)
H (-2.8117, 0.8521, 1.0585)

---

iv.
ORCA calculation (ωB97M-V with the def2-TZVPD basis set) on a cluster of 40 separate species, H80O40 in total.

## Properties
highest occupied orbital energy	-10.01	eV
LUMO	-0.713	eV
molecular weight	720.6	g/mol
Kohn-Sham gap	9.296	eV

Cartesian coordinates (Å):
H (2.8134, 3.6361, 2.3777)
H (3.2858, 4.8058, 3.2648)
O (2.8259, 3.8694, 3.3319)
H (-4.2655, 2.9982, -0.5961)
H (-3.4693, 3.6968, -1.9304)
O (-4.0524, 3.8173, -1.2024)
H (2.9678, -0.3300, -0.6289)
H (3.2284, -0.2639, 0.8326)
O (2.4632, -0.2623, 0.2451)
H (1.5546, 4.5335, 0.4008)
H (1.1529, 4.4706, 1.8930)
O (0.7748, 4.4608, 1.0775)
H (2.3169, -5.1787, -1.7031)
H (3.4182, -5.5410, -0.5969)
O (2.5563, -5.2135, -0.6750)
H (1.6379, 0.7975, -2.7553)
O (2.2698, 1.1567, -2.1214)
H (-0.0945, -0.3906, 5.1059)
O (0.3195, -0.7713, 4.3398)
H (-5.9360, 1.7268, 2.0018)
H (-4.4088, 1.6232, 2.0979)
O (-5.0143, 2.1929, 1.8734)
H (3.3263, 2.8165, -1.4965)
H (2.2324, 3.3984, -2.4870)
O (2.7583, 3.6283, -1.7658)
H (1.1460, -2.8548, -5.8339)
H (0.6439, -1.4243, -6.5345)
O (1.2441, -2.2540, -6.5245)
H (1.1756, 2.3994, 4.7140)
H (1.8658, 1.8935, 6.0818)
O (1.7503, 2.5922, 5.5955)
H (2.1161, -4.1321, 4.1176)
O (1.6135, -3.9565, 3.3765)
H (6.1100, 1.0873, 0.7319)
H (5.5858, 0.8094, 2.0694)
O (5.7119, 1.5016, 1.4656)
H (-0.1762, 1.6190, 2.6368)
H (-0.3238, 2.7499, 3.2537)
O (0.2930, 2.3364, 2.6467)
H (-2.7728, 0.3446, 3.4845)
H (-3.0130, -0.1422, 2.1318)
O (-3.4641, 0.1963, 2.8677)
H (3.6568, -3.1116, 1.8928)
H (4.7988, -4.2295, 2.1024)
O (4.2561, -3.4677, 2.5748)
H (1.7193, -3.3965, -2.0792)
H (0.3774, -4.0352, -1.6353)
O (0.9181, -3.9684, -2.4458)
H (0.4790, -5.5534, 0.2054)
H (0.4552, -3.9535, 0.2140)
O (-0.1142, -4.7595, 0.0033)
H (-1.8914, 3.6514, 4.6438)
O (-2.1553, 2.8182, 4.4328)
H (-0.2442, 3.6839, -2.8111)
H (-0.5012, 4.5534, -4.1465)
O (-0.9064, 3.9589, -3.4196)
H (-3.5819, -3.8820, -2.9708)
O (-4.0145, -3.7648, -3.9667)
H (0.1423, -1.6198, -3.4586)
H (0.9657, -1.3096, -2.1998)
O (0.7454, -0.9157, -3.0451)
H (-0.0244, -0.9977, 1.8299)
H (-0.1426, -0.1796, 0.5685)
O (0.0240, -1.1836, 0.8136)
H (-6.2123, 0.5758, -1.5203)
H (-5.3342, -0.8100, -2.1567)
O (-5.6883, -0.2875, -1.3424)
H (-1.7474, -4.4445, -4.0301)
H (-1.8555, -3.5381, -5.4070)
O (-1.3229, -3.7247, -4.7050)
H (4.2627, 1.8586, 3.6829)
H (3.3886, 2.3052, 4.9261)
O (4.1912, 1.8785, 4.6059)
H (-2.1701, 5.3827, 2.5597)
H (-0.9076, 4.9047, 2.3125)
O (-1.3350, 5.2517, 3.0755)
H (2.5200, 0.5785, -5.9775)
H (1.5272, -0.0250, -5.0868)
O (1.8184, 0.8288, -5.3782)
H (-2.2212, 0.6473, 0.0587)
H (-1.2024, 1.8634, -0.1147)
O (-1.3934, 1.0732, 0.4572)
H (5.0265, -2.2945, 1.6627)
H (6.0587, -1.7795, 2.5492)
O (5.7880, -1.6155, 1.6615)
H (3.9449, -2.4322, -2.3412)
H (3.7479, -1.1065, -3.0868)
O (3.5452, -1.6384, -2.2260)
H (-4.8157, -0.7814, 3.2258)
O (-5.6792, -1.0185, 3.1463)
H (2.6076, -3.1500, -0.1083)
H (2.2518, -1.9081, 0.8875)
O (2.3824, -2.9034, 0.7564)
H (-2.6912, 2.6913, 5.1400)
H (1.8437, 1.3812, -1.3054)
H (-4.3938, -3.0030, -3.6848)
H (0.6028, -1.6589, 4.5612)
H (2.1482, -3.7428, 2.6437)
H (-5.7492, -1.4054, 2.2916)
O (-1.5196, -2.5124, 2.9453)
H (-0.8262, -1.9539, 3.2905)
H (-0.8851, -2.9837, 2.3134)
O (-0.8442, 1.9495, -5.5968)
H (0.1125, 2.0119, -5.7621)
H (-1.1144, 2.8476, -5.3064)
O (-3.3098, -1.8841, 0.5773)
H (-4.3139, -1.8443, 0.5585)
H (-2.8870, -2.3562, 1.3469)
O (-3.5761, -0.9481, -2.8974)
H (-2.8460, -1.0990, -3.5683)
H (-3.2484, -1.4883, -2.1432)
O (-0.2811, 3.0935, -0.9077)
H (-0.4367, 3.1569, 0.0885)
H (0.7025, 3.0428, -0.7236)
O (-1.3997, -1.0381, -1.4826)
H (-1.6074, -0.0842, -1.6870)
H (-1.8070, -1.3594, -0.6120)
O (-2.7499, 1.9331, -2.0549)
H (-1.9986, 2.3451, -2.5492)
H (-3.2311, 1.2924, -2.6152)

---

Most stable of them? iii.